No. 1
10
Properties=species:S:1:pos:R:3:forces:R:3:lowdin_charge:R:1 method="wB97M-V/def2-TZVPD" e_homo_ha="-0.2976 / -0.2897" orbital_gap_ha="0.2763 / 0.2535" total_charge=0
C 1.28517 0.32144 -0.17052 1.88 0.23 -0.11 -0.13
C -0.77451 0.09400 -1.36597 0.25 -0.63 -3.57 -0.11
N 0.63503 0.22076 -1.20049 0.61 -0.25 1.16 -0.04
S 1.09083 0.46977 2.45836 -0.21 0.16 -1.88 0.06
S -0.82726 -0.18554 2.68448 0.47 -0.29 -0.17 0.13
H 2.40535 0.34801 -0.22486 -0.94 0.09 0.54 0.07
H -1.08239 -0.79280 -0.91291 -0.90 -1.08 1.28 0.06
H -1.17883 0.99132 -1.04967 -1.48 1.44 0.96 0.06
H -1.08369 -0.05954 -2.46978 0.90 0.48 1.53 0.11
H -0.46970 -1.40744 2.25136 -0.58 -0.15 0.26 -0.22



No. 2
14
Properties=species:S:1:pos:R:3:forces:R:3:lowdin_charge:R:1 method="wB97M-V/def2-TZVPD" e_homo_ha=-0.3859 smiles="C[C@H](C#N)CC=O" orbital_gap_ha=0.4134 total_charge=0
C -1.22363 -1.16856 0.30070 -0.04 -0.08 0.02 -0.06
C -0.52334 0.19154 0.17734 -0.04 0.01 0.06 -0.36
C -1.39826 1.15540 -0.50709 -0.58 0.65 -0.46 -0.20
N -2.09043 1.90265 -1.05631 0.68 -0.73 0.52 0.15
C 0.84400 0.09690 -0.52676 -0.02 0.01 0.01 -0.12
C 1.98444 0.63828 0.30804 -0.03 0.11 0.30 -0.24
O 1.86920 1.06260 1.43188 0.06 -0.19 -0.50 0.06
H -2.18824 -1.06694 0.80579 0.15 -0.01 -0.08 0.09
H -0.59724 -1.84812 0.88706 -0.08 0.09 -0.08 0.09
H -1.39682 -1.61598 -0.68356 0.03 0.09 0.13 0.09
H -0.33966 0.58984 1.18324 -0.06 -0.04 -0.14 0.13
H 1.08810 -0.94867 -0.76097 -0.02 0.13 0.04 0.13
H 0.85238 0.62097 -1.49019 0.02 -0.06 0.13 0.13
H 2.97618 0.61013 -0.18802 -0.08 0.02 0.07 0.12



No. 3
18
Properties=species:S:1:pos:R:3:forces:R:3:lowdin_charge:R:1 method="wB97M-V/def2-TZVPD" e_homo_ha=-0.3302 smiles="CCN(C)C(C)=O" orbital_gap_ha=0.3605 total_charge=0
C 1.55874 1.26073 0.89342 -0.75 2.13 0.28 -0.09
C 0.24431 0.52648 0.91963 0.30 -1.05 -0.17 -0.21
N 0.14280 -0.17872 -0.36132 -3.22 -3.36 2.30 -0.15
C 0.74834 0.32024 -1.48153 2.43 1.92 -6.01 -0.16
C -0.80273 -1.25278 -0.47710 -1.74 1.77 -4.92 -0.36
C -2.03323 -1.43195 0.47278 0.68 0.99 1.49 -0.02
O -0.97151 -1.75602 -1.63478 1.14 0.57 3.51 -0.02
H 2.19287 1.02614 1.69143 0.49 -0.04 1.92 0.05
H 2.19371 0.93509 0.10334 0.06 0.30 -0.93 0.04
H 1.33425 2.36669 0.88003 0.85 -1.09 -0.20 0.11
H -0.63218 1.17026 1.05229 0.22 0.11 0.11 0.11
H 0.26343 -0.21677 1.74221 -0.27 0.33 -0.51 0.13
H 0.37292 0.05745 -2.55176 -0.20 -0.63 2.36 0.12
H 1.86766 0.12123 -1.65807 -1.36 -0.02 0.73 0.10
H 0.67281 1.43364 -1.67320 -0.03 -0.75 1.19 0.11
H -2.48249 -0.47358 0.93593 1.56 -1.18 -0.27 0.10
H -2.90142 -1.71930 -0.10984 0.49 -0.77 -0.40 0.06
H -1.76828 -2.18885 1.25652 -0.63 0.75 -0.50 0.09



No. 4
13
Properties=species:S:1:pos:R:3:forces:R:3:lowdin_charge:R:1 method="wB97M-V/def2-TZVPD" e_homo_ha=-0.3225 orbital_gap_ha=0.3497 total_charge=0
C -3.64290 -0.66932 -0.34833 1.18 -0.64 -2.94 -0.48
C 1.52199 -0.18789 0.36615 0.22 -1.90 -2.82 -0.32
C 0.40398 0.66554 -0.30821 2.22 1.11 0.52 -0.06
N 0.84950 1.92410 -0.40490 -4.39 -1.75 -1.31 0.04
N 0.97061 -1.49599 0.73736 3.11 -1.79 -1.12 -0.05
O -3.07572 -0.87746 -1.31370 1.80 -0.40 -1.92 0.21
O -4.32562 -0.49561 0.51536 -2.96 1.03 4.83 0.25
H 2.44061 -0.46971 -0.32219 -1.64 1.29 1.11 0.14
H 1.86417 0.26692 1.25783 0.58 0.81 0.92 0.07
H 0.19590 2.61257 -0.77446 0.34 -0.23 0.10 0.09
H 1.69627 2.27891 -0.15441 3.10 0.90 1.00 0.05
H 0.03746 -1.33579 0.78263 -3.64 0.19 0.48 -0.03
H 1.06374 -2.21627 -0.03313 0.06 1.38 1.15 0.09



No. 5
14
Properties=species:S:1:pos:R:3:forces:R:3:lowdin_charge:R:1 method="wB97M-V/def2-TZVPD" e_homo_ha=-0.3392 smiles="O=C1C[C@H]1O.C" orbital_gap_ha=0.3616 total_charge=0
O -0.34919 1.46323 1.33852 0.45 -0.66 0.03 0.11
C 0.33885 0.47821 1.31479 -0.21 0.37 0.00 -0.33
C 0.86989 -0.69008 2.03630 -0.04 0.02 0.06 0.01
C 1.17252 -0.47294 0.53416 0.11 0.19 0.07 -0.28
O 0.60358 -1.38981 -0.34702 0.02 0.11 -0.12 0.00
H 1.69444 -0.60131 2.74025 -0.17 -0.03 -0.08 0.11
H 0.13566 -1.46867 2.24598 0.15 0.12 0.02 0.12
H 2.19863 -0.16663 0.30760 -0.19 -0.05 0.07 0.15
H 0.35671 -0.91133 -1.14900 -0.05 -0.10 0.07 0.07
C -1.39852 0.75163 -1.80134 -0.05 -0.06 0.00 -0.04
H -2.28202 1.23507 -2.22100 0.11 -0.04 0.00 0.02
H -1.63989 -0.29888 -1.60398 0.02 0.21 -0.02 0.03
H -0.57920 0.81854 -2.52373 -0.11 0.00 0.07 0.03
H -1.12146 1.25297 -0.87153 -0.04 -0.09 -0.17 0.00



Taking the records one at a time from the top gives max |F| values of 3.6, 1.1, 6.8, 5.8, 0.8 eV Å⁻¹.
Taking the records one at a time from the top gives total energy values of -930.21362, -324.69525, -327.04417, -377.83303, -307.60677 hartree.
Taking the records one at a time from the top gives molar mass values of 107.20, 97.12, 101.15, 102.09, 88.11 Da.